# 1
Here is a structure of composition C6H13NO in a non-equilibrium geometry from OMol25. Energies are from ωB97M-V with the def2-TZVPD basis set.

Cartesian coordinates (Å):
C (0.32, -0.72, -0.16)
C (0.57, 1.27, -0.08)
C (1.05, -0.95, -1.47)
C (1.07, -1.27, 1.05)
C (-2.57, 0.82, -0.01)
C (-1.43, -0.03, 0.47)
O (1.94, 1.44, 0.10)
N (-1.03, -1.04, -0.28)
H (2.15, 1.31, 1.03)
H (0.32, 1.58, -1.09)
H (0.03, 1.88, 0.65)
H (-1.17, 0.12, 1.53)
H (2.07, -0.57, -1.44)
H (1.07, -2.02, -1.65)
H (0.50, -0.49, -2.29)
H (1.00, -2.36, 0.99)
H (2.12, -0.98, 1.05)
H (0.61, -0.97, 1.99)
H (-2.53, 0.94, -1.10)
H (-3.49, 0.27, 0.22)
H (-2.60, 1.80, 0.47)

Calculated values
net charge: 0
multiplicity: 1
electronic energy: -366.255861 a.u.
frontier orbital gap (spin up / spin down): 8.3 / 8.3 eV
energy relative to the best compared isomer or geometry (same formula, charge and spin): 4.845 eV
LUMO level (spin up / spin down): 0.63 / 0.63 eV
F_max: 4.30 eV/Å
HOMO (spin up / spin down): -7.70 / -7.70 eV


# 2
Here is a cluster of 2 separate species, C6H13NO in total in a non-equilibrium geometry from OMol25. Energies are from ωB97M-V with the def2-TZVPD basis set.

Cartesian coordinates (Å):
C (-0.08, -0.28, 1.15)
C (1.68, -0.49, -0.39)
C (-1.55, 0.08, -1.94)
C (0.01, 0.84, 2.10)
C (-0.52, -0.52, 2.53)
C (1.99, 0.95, -0.56)
N (-1.54, -1.37, -2.02)
O (0.79, -0.95, 0.43)
H (-1.65, 0.47, -0.91)
H (2.09, -1.24, -1.05)
H (-0.79, -1.74, -1.45)
H (-2.41, -1.74, -1.65)
H (-2.38, 0.46, -2.53)
H (-0.62, 0.46, -2.37)
H (-1.58, -0.61, 2.73)
H (0.09, -1.12, 3.20)
H (-0.69, 1.66, 2.02)
H (0.98, 1.15, 2.49)
H (2.59, 1.34, 0.28)
H (2.53, 1.11, -1.48)
H (1.06, 1.54, -0.58)

Calculated values
net charge: 0
multiplicity: 1
electronic energy: -366.224392 a.u.
frontier orbital gap (spin up / spin down): 7.8 / 8.4 eV
energy relative to the best compared isomer or geometry (same formula, charge and spin): 5.701 eV
LUMO level (spin up / spin down): 0.60 / 0.94 eV
F_max: 1.75 eV/Å
HOMO (spin up / spin down): -7.19 / -7.48 eV


# 3
Here is a structure of composition C6H13NO in a non-equilibrium geometry from OMol25. Energies are from ωB97M-V with the def2-TZVPD basis set.

Cartesian coordinates (Å):
C (-1.10, -1.87, 0.27)
N (-0.51, -0.61, -0.30)
C (-1.49, 0.56, -0.27)
C (-0.74, 1.70, -0.38)
H (-1.30, 2.45, -0.19)
C (0.34, 1.30, 0.59)
H (1.21, 1.80, 0.43)
H (0.13, 1.62, 1.45)
C (0.51, -0.10, 0.24)
H (0.78, -0.68, 1.29)
C (1.69, -0.25, -0.57)
O (2.88, 0.08, -0.17)
H (3.14, -0.62, 0.68)
H (1.65, 0.18, -1.50)
H (1.76, -1.54, -0.93)
H (-0.54, 1.83, -1.26)
H (-2.32, 0.20, -1.02)
H (-2.25, 0.42, 0.78)
H (-0.28, -2.52, -0.01)
H (-2.06, -2.11, -0.28)
H (-1.49, -1.84, 1.16)

Calculated values
net charge: 0
multiplicity: 1
electronic energy: -366.132253 a.u.
frontier orbital gap: 9.2 eV
energy relative to the best compared isomer or geometry (same formula, charge and spin): 8.208 eV
LUMO level: 0.82 eV
F_max: 12.03 eV/Å
HOMO: -8.39 eV


# 4
Here is the molecule C6H13NO from OMol25. Energies are from ωB97M-V with the def2-TZVPD basis set.

Cartesian coordinates (Å):
H (1.17, -2.13, 0.50)
N (1.85, -1.38, 0.57)
C (1.42, -0.22, 0.35)
C (2.40, 0.92, 0.42)
C (-0.03, 0.19, 0.01)
C (-0.06, 0.63, -1.46)
O (-0.40, 1.32, 0.79)
C (-1.01, -0.98, 0.27)
C (-2.47, -0.59, 0.06)
H (1.92, 1.82, 0.79)
H (3.23, 0.64, 1.05)
H (2.78, 1.12, -0.59)
H (0.26, -0.18, -2.10)
H (-1.07, 0.93, -1.73)
H (0.59, 1.49, -1.59)
H (-0.45, 1.05, 1.71)
H (-0.87, -1.31, 1.30)
H (-0.76, -1.81, -0.40)
H (-3.12, -1.37, 0.47)
H (-2.70, -0.47, -0.99)
H (-2.69, 0.35, 0.57)

Calculated values
net charge: 0
multiplicity: 1
electronic energy: -366.399933 a.u.
frontier orbital gap: 10.2 eV
energy relative to the best compared isomer or geometry (same formula, charge and spin): 0.924 eV
LUMO level: 0.81 eV
F_max: 0.88 eV/Å
HOMO: -9.37 eV


# 5
Here is a structure of composition C6H13NO in a non-equilibrium geometry from OMol25. Energies are from ωB97M-V with the def2-TZVPD basis set.

Cartesian coordinates (Å):
O (3.65, -0.35, -1.66)
C (2.48, -0.64, -1.85)
N (1.29, -0.18, -1.70)
C (0.62, 0.68, -0.62)
C (-0.54, 0.38, 0.11)
C (-1.70, -0.06, -0.77)
C (-1.76, -1.66, -0.69)
C (1.83, 1.21, 0.41)
H (2.24, -1.99, -1.88)
H (-1.90, 1.41, 5.73)
H (0.61, 1.57, -1.33)
H (-2.70, 1.49, 5.75)
H (-0.26, -0.15, 1.05)
H (-1.74, 0.34, -1.78)
H (-2.75, 0.31, -0.35)
H (-2.08, -2.18, 0.21)
H (-2.61, -1.84, -1.38)
H (-0.95, -2.08, -1.30)
H (1.62, 2.03, 1.16)
H (2.78, 1.42, -0.14)
H (1.89, 0.28, 1.04)

Calculated values
net charge: 0
multiplicity: 1
electronic energy: -366.091315 a.u.
frontier orbital gap: 5.3 eV
energy relative to the best compared isomer or geometry (same formula, charge and spin): 9.322 eV
LUMO level: -2.60 eV
F_max: 6.28 eV/Å
HOMO: -7.92 eV


# 6
Here is a structure of composition C6H13NO in a non-equilibrium geometry from OMol25. Energies are from ωB97M-V with the def2-TZVPD basis set.

Cartesian coordinates (Å):
C (-0.85, -1.30, 1.41)
C (-0.37, -0.33, -0.31)
C (0.90, 0.02, 0.16)
C (-0.90, -2.75, 1.02)
C (0.79, 2.97, -0.91)
C (1.10, 1.55, -1.25)
O (-2.07, -0.77, 1.85)
N (1.65, 1.11, -2.29)
H (-2.77, -1.04, 1.24)
H (-0.14, -1.10, 2.21)
H (2.04, 1.83, -2.91)
H (-0.39, -1.04, -1.13)
H (-1.18, 0.39, -0.36)
H (1.07, 0.45, 1.13)
H (1.74, -0.58, -0.20)
H (0.09, -3.09, 0.68)
H (-1.62, -2.92, 0.21)
H (-1.22, -3.39, 1.85)
H (1.20, 3.23, 0.07)
H (-0.30, 3.11, -0.85)
H (1.22, 3.67, -1.64)

Calculated values
net charge: 0
multiplicity: 1
electronic energy: -366.243874 a.u.
frontier orbital gap: 8.1 eV
energy relative to the best compared isomer or geometry (same formula, charge and spin): 5.171 eV
LUMO level: 0.94 eV
F_max: 6.30 eV/Å
HOMO: -7.12 eV


# 7
Here is the molecule C6H13NO in a non-equilibrium geometry from OMol25. Energies are from ωB97M-V with the def2-TZVPD basis set.

Cartesian coordinates (Å):
C (1.68, 0.03, -1.36)
C (0.94, -0.43, -0.36)
C (1.56, -1.00, 0.87)
C (-0.66, -0.41, -0.41)
N (-1.22, 0.31, -1.52)
O (-1.04, -1.76, -0.51)
C (-1.26, 0.13, 0.89)
C (-0.88, 1.56, 1.22)
H (1.26, 0.46, -2.26)
H (2.76, 0.04, -1.31)
H (2.63, -1.17, 0.73)
H (1.44, -0.33, 1.72)
H (1.07, -1.94, 1.12)
H (-0.86, -0.02, -2.41)
H (-1.05, 1.31, -1.45)
H (-0.66, -2.05, -1.36)
H (-2.34, 0.04, 0.79)
H (-0.95, -0.54, 1.69)
H (-1.24, 1.82, 2.22)
H (0.20, 1.70, 1.19)
H (-1.34, 2.26, 0.52)

Calculated values
net charge: 0
multiplicity: 1
electronic energy: -366.389944 a.u.
frontier orbital gap: 10.3 eV
energy relative to the best compared isomer or geometry (same formula, charge and spin): 1.196 eV
LUMO level: 0.87 eV
F_max: 1.59 eV/Å
HOMO: -9.47 eV


# 8
Here is a cluster of 2 separate species, C6H13NO in total in a non-equilibrium geometry from OMol25. Energies are from ωB97M-V with the def2-TZVPD basis set.

Cartesian coordinates (Å):
C (0.66, -0.29, -0.25)
C (-1.63, -0.40, -1.22)
C (-1.12, 1.04, 0.65)
C (-1.09, -1.44, 1.05)
C (2.95, 0.70, 0.05)
C (-0.72, -0.32, 0.16)
N (1.86, -0.22, 0.33)
O (1.48, -1.25, -0.65)
H (0.77, 1.64, -1.89)
H (-1.60, -1.50, -1.56)
H (-0.98, 0.27, -1.89)
H (-2.66, 0.05, -1.11)
H (-0.61, 1.77, 0.00)
H (-2.25, 1.17, 0.68)
H (-0.77, 1.29, 1.74)
H (-1.07, -2.44, 0.58)
H (-2.22, -1.23, 1.28)
H (-0.46, -1.45, 2.03)
H (2.84, 0.91, -1.10)
H (2.68, 1.49, 0.74)
H (3.93, 0.22, 0.37)

Calculated values
net charge: 0
multiplicity: 1
electronic energy: -366.111536 a.u.
frontier orbital gap (spin up / spin down): 9.8 / 7.2 eV
energy relative to the best compared isomer or geometry (same formula, charge and spin): 8.772 eV
LUMO level (spin up / spin down): 0.51 / -0.42 eV
F_max: 3.93 eV/Å
HOMO (spin up / spin down): -9.31 / -7.61 eV


# 9
Here is the molecule C6H13NO from OMol25. Energies are from ωB97M-V with the def2-TZVPD basis set.

Cartesian coordinates (Å):
C (-1.31, -1.64, 1.19)
C (-1.67, -0.16, 1.30)
C (-1.45, 0.50, -0.04)
O (-2.23, 0.37, -0.96)
C (-0.13, 1.25, -0.20)
N (0.86, 0.20, -0.46)
C (0.95, -0.09, -1.88)
C (2.15, 0.48, 0.13)
H (-1.48, -2.14, 2.14)
H (-0.27, -1.75, 0.91)
H (-1.93, -2.11, 0.43)
H (-1.06, 0.32, 2.07)
H (-2.72, -0.06, 1.57)
H (-0.19, 1.98, -1.02)
H (0.12, 1.77, 0.72)
H (-0.05, -0.30, -2.26)
H (1.38, 0.74, -2.45)
H (1.57, -0.97, -2.02)
H (2.81, -0.37, -0.06)
H (2.04, 0.60, 1.20)
H (2.63, 1.39, -0.29)

Calculated values
net charge: 0
multiplicity: 1
electronic energy: -366.386053 a.u.
frontier orbital gap: 9.6 eV
energy relative to the best compared isomer or geometry (same formula, charge and spin): 1.302 eV
LUMO level: 0.92 eV
F_max: 0.45 eV/Å
HOMO: -8.65 eV


# 10
Here is a cluster of 2 separate species, C6H13NO in total in a non-equilibrium geometry from OMol25. Energies are from ωB97M-V with the def2-TZVPD basis set.

Cartesian coordinates (Å):
C (-0.50, 0.92, -2.59)
C (0.68, 1.39, -1.99)
C (1.15, 0.87, -0.71)
C (0.61, -0.40, -0.24)
C (0.33, -1.60, -1.11)
N (0.53, -0.40, 1.11)
C (-0.32, -1.48, 1.78)
H (-0.85, 1.49, -3.51)
H (-1.19, 0.32, -2.00)
H (1.53, 2.11, -2.51)
H (1.69, 1.31, 0.08)
H (0.80, -2.52, -0.61)
H (-0.77, -1.92, -1.14)
H (0.84, -1.53, -2.09)
H (0.37, 0.46, 1.56)
H (-1.22, -1.55, 1.17)
H (-0.62, -0.87, 2.77)
H (0.30, -2.43, 2.02)
O (-0.75, 1.95, 2.58)
H (-1.39, 2.12, 1.89)
H (-1.21, 1.77, 3.54)

Calculated values
net charge: 0
multiplicity: 1
electronic energy: -366.273290 a.u.
frontier orbital gap: 7.1 eV
energy relative to the best compared isomer or geometry (same formula, charge and spin): 4.370 eV
LUMO level: 0.40 eV
F_max: 4.76 eV/Å
HOMO: -6.66 eV


# 11
Here is a cluster of 2 separate species, C6H13NO in total in a non-equilibrium geometry from OMol25. Energies are from ωB97M-V with the def2-TZVPD basis set.

Cartesian coordinates (Å):
C (0.23, -2.80, -0.10)
N (-0.76, -0.55, -1.65)
C (0.01, -0.42, -0.46)
C (0.48, -1.41, 0.34)
C (1.32, -1.24, 1.54)
C (2.53, -1.71, 1.48)
C (0.44, 1.01, -0.24)
H (1.07, -3.43, 0.19)
H (-0.75, -3.14, 0.25)
H (0.06, -2.83, -1.24)
H (-1.40, -1.36, -1.63)
H (-1.12, 0.44, -1.89)
H (0.96, -0.67, 2.43)
H (3.17, -1.83, 2.30)
H (2.96, -2.32, 0.61)
H (-0.19, 1.84, -0.56)
H (0.61, 1.32, 0.79)
H (1.41, 1.13, -0.75)
H (-2.84, 4.58, -0.61)
H (-3.82, 5.45, 0.13)
O (-3.10, 5.52, -0.47)

Calculated values
net charge: +1
multiplicity: 2
electronic energy: -366.063555 a.u.
frontier orbital gap (spin up / spin down): 10.3 / 6.6 eV
energy relative to the best compared isomer or geometry (same formula, charge and spin): 1.262 eV
LUMO level (spin up / spin down): -3.48 / -7.15 eV
F_max: 4.95 eV/Å
HOMO (spin up / spin down): -13.74 / -13.74 eV